(1)
88
Properties=species:S:1:pos:R:3:mulliken_charge:R:1 method="wB97M-V/def2-TZVPD" s2=0.761 homo_lumo_gap_ev="6.1 / 6.6" multiplicity=2 e_lumo_ev="-5.67 / -5.19" charge=+2 homo_energy_ev="-11.80 / -11.80"
Cr 0.483 0.093 -0.624 -0.17
C -3.821 3.203 0.989 -0.82
N -3.067 2.217 0.213 0.27
C -3.544 1.516 -0.861 -1.16
C -2.519 0.734 -1.297 -1.44
N -1.434 0.931 -0.491 1.73
C -1.780 1.844 0.404 -0.36
P -0.655 2.662 1.571 -0.70
C 0.028 1.143 2.285 -0.21
N 0.530 0.130 1.589 1.44
C 0.926 -0.800 2.523 -0.68
C 0.650 -0.337 3.773 -0.98
N 0.077 0.892 3.611 0.11
C -0.380 1.773 4.690 -0.82
C 0.700 2.937 0.377 -0.43
N 1.081 2.074 -0.555 1.51
C 2.050 2.696 -1.301 -1.43
C 2.258 3.944 -0.800 -1.09
N 1.392 4.090 0.252 0.11
C 1.268 5.281 1.096 -0.80
H -4.846 3.211 0.631 0.35
H -3.821 2.939 2.043 0.32
H -3.398 4.196 0.864 0.36
H -4.548 1.636 -1.229 0.63
H -2.476 0.105 -2.170 0.92
H 1.385 -1.730 2.251 0.44
H 0.805 -0.779 4.743 0.49
H -0.232 1.264 5.637 0.33
H 0.192 2.698 4.697 0.33
H -1.437 2.001 4.575 0.33
H 2.484 2.234 -2.174 0.83
H 2.917 4.735 -1.117 0.59
H 2.023 6.000 0.793 0.35
H 0.285 5.733 0.980 0.33
H 1.428 5.026 2.141 0.34
C 5.863 -1.698 -0.318 -1.05
N 4.787 -0.741 -0.050 0.02
C 5.180 0.663 -0.057 -1.04
C 3.484 -1.043 -0.259 0.48
N 2.578 -0.195 -0.624 0.54
N 3.115 -2.351 -0.053 0.12
C 1.802 -2.786 -0.084 0.07
N 1.674 -4.129 0.074 -0.40
N 0.830 -1.963 -0.217 1.18
H 6.769 -1.338 0.161 0.35
H 6.052 -1.801 -1.389 0.33
H 5.664 -2.684 0.096 0.34
H 6.125 0.755 0.472 0.35
H 4.440 1.261 0.471 0.33
H 5.314 1.059 -1.069 0.33
H 2.999 0.689 -0.871 -0.50
H 3.815 -2.998 0.261 0.27
H 2.462 -4.740 -0.056 0.20
H 0.772 -4.551 -0.064 0.21
H -0.052 -2.448 -0.264 -0.91
C -4.748 -2.309 0.364 -1.76
C -3.511 -2.648 1.187 1.42
C -3.721 -2.236 2.640 -1.68
C -3.215 -4.149 1.113 -1.69
N -2.374 -1.825 0.713 0.19
N -1.941 -2.057 -0.631 -0.79
H -5.628 -2.784 0.798 0.51
H -4.664 -2.663 -0.666 0.34
H -4.907 -1.228 0.352 0.31
H -4.589 -2.742 3.062 0.45
H -3.881 -1.157 2.704 0.32
H -2.850 -2.496 3.250 0.39
H -4.021 -4.720 1.577 0.45
H -2.289 -4.386 1.648 0.33
H -3.131 -4.502 0.082 0.41
H -1.578 -2.004 1.320 0.01
H -2.661 -1.692 -1.240 0.31
H -1.911 -3.061 -0.828 0.15
C 1.091 -2.218 -3.130 -0.88
C 0.581 -0.855 -3.468 -0.07
C 0.324 -0.441 -4.732 -1.08
C -0.152 0.902 -4.663 -0.91
C -0.161 1.281 -3.360 0.03
C -0.584 2.665 -2.936 -1.12
N 0.291 0.192 -2.561 1.74
H 1.176 -2.783 -4.057 0.53
H 0.419 -2.761 -2.466 -0.02
H 2.080 -2.187 -2.665 0.05
H 0.444 -1.043 -5.620 0.51
H -0.457 1.526 -5.490 0.57
H -1.221 3.070 -3.723 0.48
H 0.258 3.352 -2.837 0.21
H -1.146 2.704 -2.009 0.04

(2)
84
Properties=species:S:1:pos:R:3:mulliken_charge:R:1 method="wB97M-V/def2-TZVPD" homo_lumo_gap_ev=7.1 smiles="CC(=O)OCCCCCCCCC1=CC(=O)c2cc(OC[C@@H](C)O)c(O)cc2C1=O.COC(=O)OC.COC(=O)OC" e_above_lowest_kj_mol=1846.23 e_lumo_ev=-1.61 homo_energy_ev=-8.67
C 5.390 -2.275 -1.805 -0.64
C 5.371 -1.655 -0.276 0.40
O 5.792 -2.486 0.715 -0.55
O 4.879 -0.272 -0.016 -0.19
C 5.811 0.723 -0.593 -0.50
C 5.036 1.957 -1.383 -0.48
C 3.891 1.403 -2.466 -0.37
C 3.158 2.683 -3.255 -0.59
C 1.543 2.771 -2.989 -0.64
C 1.284 3.160 -1.417 0.30
C 0.787 4.699 -1.152 -0.63
C -0.655 5.092 -1.826 -0.60
C -1.961 4.365 -1.153 0.61
C -3.342 4.780 -1.628 -0.64
C -4.722 4.049 -1.029 0.15
O -5.868 4.708 -0.796 -0.54
C -4.531 2.422 -0.692 0.26
C -5.706 1.292 -0.865 -0.38
C -5.321 -0.301 -0.531 0.08
O -6.439 -1.267 -0.757 -0.44
C -6.194 -1.886 -2.072 -0.38
C -6.913 -1.096 -3.335 0.12
C -8.424 -0.522 -2.981 -1.04
O -6.032 -0.082 -3.976 -0.53
C -3.807 -0.738 -0.038 0.41
O -3.556 -2.199 0.191 -0.51
C -2.615 0.408 0.193 -0.28
C -3.016 1.970 -0.145 0.07
C -1.877 3.182 0.027 0.27
O -1.019 3.198 1.049 -0.50
H 4.779 -3.297 -1.885 0.32
H 6.495 -2.428 -2.196 0.28
H 4.861 -1.475 -2.498 0.14
H 6.379 1.217 0.332 0.24
H 6.638 0.193 -1.270 0.34
H 4.539 2.636 -0.537 0.23
H 5.885 2.565 -1.936 0.29
H 3.098 0.697 -1.934 0.20
H 4.477 0.755 -3.245 0.28
H 3.637 3.652 -2.794 0.26
H 3.410 2.520 -4.397 0.33
H 1.113 1.670 -3.152 0.26
H 0.954 3.446 -3.763 0.27
H 2.324 3.043 -0.841 -0.20
H 0.585 2.328 -0.969 0.01
H 1.603 5.406 -1.653 0.32
H 0.776 4.973 0.001 0.31
H -0.724 6.283 -1.789 0.33
H -0.623 4.823 -2.983 0.24
H -3.522 5.612 -2.449 0.29
H -6.762 1.649 -1.221 0.48
H -5.051 -1.956 -2.325 0.25
H -6.641 -2.993 -2.101 0.33
H -7.083 -1.931 -4.171 0.33
H -8.736 0.385 -3.660 0.30
H -8.567 -0.223 -1.854 0.23
H -9.188 -1.399 -3.252 0.32
H -6.185 0.827 -3.574 0.34
H -2.570 -2.256 0.409 0.34
H -1.546 0.068 0.578 0.09
C -1.641 -1.661 5.973 -0.61
O -0.385 -1.021 5.755 -0.33
C -0.092 -0.797 4.449 0.76
O -0.797 -1.090 3.495 -0.52
O 1.119 -0.189 4.387 -0.32
C 1.559 0.111 3.064 -0.41
H -1.771 -1.791 7.051 0.22
H -2.461 -1.039 5.600 0.29
H -1.658 -2.649 5.503 0.27
H 0.867 0.803 2.574 0.20
H 1.670 -0.807 2.477 0.27
H 2.537 0.594 3.134 0.17
C 2.113 -7.017 3.882 -0.63
O 2.538 -5.658 3.954 -0.26
C 3.818 -5.451 3.553 0.71
O 4.592 -6.307 3.154 -0.55
O 4.087 -4.126 3.672 -0.24
C 5.409 -3.758 3.282 -0.60
H 1.076 -7.066 4.226 0.21
H 2.151 -7.379 2.849 0.29
H 2.723 -7.647 4.537 0.29
H 5.578 -3.990 2.225 0.35
H 6.151 -4.258 3.913 0.32
H 5.513 -2.678 3.418 0.16

(3)
22
Properties=species:S:1:pos:R:3:mulliken_charge:R:1 method="wB97M-V/def2-TZVPD" homo_lumo_gap_ev=4.0 e_above_lowest_kj_mol=832.30 e_lumo_ev=-3.24 homo_energy_ev=-7.20
C -0.565 -0.368 -1.836 -1.11
C 0.451 0.302 -0.917 1.20
C 1.691 -0.030 -0.770 0.38
C 2.966 -0.088 -0.262 -0.54
C 3.472 0.744 0.689 -0.78
C -0.238 1.135 0.147 -1.04
H -0.889 0.396 -2.554 0.36
H -1.393 -0.755 -1.229 0.19
H -0.182 -1.148 -2.500 0.40
H 0.701 -1.216 1.868 0.06
H 3.665 -0.846 -0.602 0.33
H 2.794 1.290 1.335 0.25
H 4.467 0.544 1.068 0.30
H -0.906 0.693 0.913 0.32
H -0.867 1.767 -0.486 0.32
H 0.478 1.595 0.830 0.33
H -3.147 -1.791 1.643 0.18
H 0.190 -1.561 1.450 -0.05
O -2.563 -1.528 0.933 -0.84
H -4.088 0.812 -0.021 0.16
H -2.865 -0.497 0.414 0.38
O -3.171 0.553 -0.113 -0.81